C26H49BrO11P2PtSSi | ωB97M-V/def2-TZVPD

Calculated values
Strongest force on any atom = 0.7 eV/Å
Net charge = -2
HOMO = -1.936 eV
Calculated total energy = -160875.900 eV

Cartesian coordinates (Å):
Pt1 -0.933 0.211 0.471
C1 4.574 6.270 -0.990
C2 4.083 5.603 0.304
C3 5.238 4.774 0.867
C4 3.742 6.699 1.324
C5 2.847 4.750 0.027
C6 2.735 3.422 0.412
C7 1.577 2.721 0.147
Br1 1.480 0.891 0.713
C8 0.432 3.230 -0.538
O1 -0.567 2.515 -0.808
C9 0.551 4.639 -0.865
C10 1.722 5.318 -0.596
C11 -0.655 5.317 -1.509
C12 -0.963 4.656 -2.861
C13 -1.874 5.190 -0.583
C14 -0.417 6.808 -1.760
H1 5.470 6.870 -0.800
H2 3.812 6.927 -1.413
H3 4.814 5.514 -1.741
H4 6.121 5.407 0.994
H5 5.501 3.952 0.197
H6 4.988 4.349 1.841
H7 4.615 7.327 1.536
H8 3.397 6.253 2.259
H9 2.941 7.341 0.950
H10 3.545 2.916 0.924
H11 1.775 6.367 -0.866
H12 -1.161 3.594 -2.722
H13 -0.114 4.772 -3.542
H14 -1.838 5.128 -3.323
H15 -2.089 4.142 -0.376
H16 -2.748 5.657 -1.050
H17 -1.680 5.697 0.366
H18 0.404 6.978 -2.463
H19 -0.195 7.344 -0.834
H20 -1.322 7.245 -2.192
O2 -4.566 0.885 1.846
P1 -3.714 -0.477 1.766
O3 -4.614 -1.627 1.925
O4 -2.869 -0.376 0.485
O5 -2.667 -0.393 3.010
P2 -1.756 0.923 3.344
O6 -0.378 0.241 3.836
O7 -2.369 1.736 4.408
O8 -1.483 1.572 1.994
H21 -3.987 1.656 1.918
H22 -0.518 -0.200 4.680
C15 -3.533 -4.783 1.137
C16 -3.430 -4.393 -0.332
C17 -3.059 -5.614 -1.171
C18 -4.744 -3.792 -0.815
O9 -2.473 -3.351 -0.466
Si1 -0.861 -3.242 -0.662
S1 -0.251 -1.300 -1.096
O10 -0.103 -4.063 0.569
C19 0.393 -3.773 1.873
C20 -0.755 -3.393 2.799
C21 1.051 -5.069 2.338
C22 1.419 -2.648 1.845
O11 -0.492 -4.173 -1.987
C23 0.726 -4.741 -2.441
C24 1.952 -3.937 -2.017
C25 0.630 -4.763 -3.963
C26 0.816 -6.163 -1.888
H23 -4.336 -5.515 1.276
H24 -3.748 -3.899 1.738
H25 -2.595 -5.234 1.467
H26 -3.836 -6.376 -1.061
H27 -2.109 -6.036 -0.842
H28 -2.966 -5.347 -2.224
H29 -5.554 -4.522 -0.732
H30 -4.646 -3.488 -1.859
H31 -4.982 -2.916 -0.208
H32 -1.437 -4.233 2.940
H33 -1.313 -2.549 2.393
H34 -0.364 -3.097 3.776
H35 0.324 -5.884 2.309
H36 1.427 -4.967 3.359
H37 1.886 -5.323 1.681
H38 0.935 -1.713 1.575
H39 2.214 -2.857 1.125
H40 1.862 -2.534 2.838
H41 1.857 -2.899 -2.335
H42 2.849 -4.370 -2.467
H43 2.063 -3.950 -0.932
H44 0.539 -3.742 -4.337
H45 -0.256 -5.322 -4.271
H46 1.515 -5.227 -4.405
H47 0.791 -6.128 -0.798
H48 1.740 -6.651 -2.210
H49 -0.034 -6.754 -2.238